ORCA calculation (ωB97M-V/def2-TZVPD) on a cluster of 4 separate species, C29H35BrN5O6 in total.

Geometry as ORCA input:
```
! RIJCOSX wB97M-V def2-TZVPD def2/J DEFGRID3
* xyz 1 1
C -2.42739 5.64403 0.92354
C -3.31157 5.43531 2.17748
C -4.79269 5.49624 1.78871
C -2.92801 4.19640 3.01410
C -3.75339 2.92930 2.77872
N -3.33968 2.14670 1.59650
C -2.88940 0.91316 1.70973
N -2.57682 0.43329 0.49785
C -2.82534 1.42707 -0.41835
C -2.62526 1.43191 -1.90416
C -1.15686 1.25671 -2.40304
C -0.08005 1.31356 -1.32631
Br 0.19602 3.08187 -0.59966
C -3.32720 2.50338 0.25092
H -3.01849 6.04839 0.10199
H -1.69457 6.42212 1.14341
H -1.86041 4.76477 0.62775
H -3.13561 6.30336 2.81311
H -5.44840 5.46929 2.66063
H -4.96997 6.47259 1.33462
H -5.08748 4.76192 1.03698
H -2.92902 4.39756 4.08419
H -1.89194 3.93490 2.77508
H -3.55024 2.26329 3.61744
H -4.82817 3.09252 2.78113
H -2.77819 0.31026 2.59417
H -2.21603 -0.47811 0.26632
H -2.96344 2.41299 -2.23165
H -3.28769 0.72360 -2.40285
H -0.94757 2.08214 -3.07894
H -1.05473 0.29020 -2.89613
H 0.86317 1.05223 -1.79923
H -0.22739 0.57314 -0.54308
H -3.64996 3.45789 -0.11362
C 4.68851 3.16994 -6.06536
C 4.32277 2.05119 -5.32800
C 3.74040 2.20289 -4.08074
C 3.52869 3.47984 -3.59155
C 3.89235 4.60483 -4.30940
C 4.47715 4.44403 -5.55478
N 2.89024 3.64731 -2.27968
O 2.59199 2.64487 -1.65355
O 2.68191 4.77650 -1.88644
H 5.13890 3.04829 -7.04148
H 4.48930 1.06013 -5.72667
H 3.45604 1.33398 -3.50604
H 3.72436 5.59452 -3.91134
H 4.76534 5.31322 -6.12937
C 1.46456 -3.97703 0.23524
C 0.29992 -4.44196 -0.36394
C -0.11792 -3.91363 -1.57488
C 0.64395 -2.92391 -2.17121
C 1.80349 -2.44464 -1.58687
C 2.21263 -2.97740 -0.37463
N 0.21179 -2.37136 -3.46323
O -0.82480 -2.78814 -3.93853
O 0.90940 -1.51636 -3.97521
H 1.78807 -4.39535 1.17723
H -0.28158 -5.21881 0.11363
H -1.02296 -4.27304 -2.04247
H 2.38455 -1.66901 -2.06388
H 3.11707 -2.61475 0.09424
C 2.52447 -8.99683 5.01080
C 1.18051 -9.04307 4.66321
C 0.55871 -7.91946 4.14503
C 1.29968 -6.76270 3.97927
C 2.63755 -6.69638 4.32623
C 3.25033 -7.82421 4.84612
N 0.65042 -5.57645 3.40886
O -0.52901 -5.65081 3.12777
O 1.32969 -4.57846 3.24028
H 3.00810 -9.87810 5.41067
H 0.61751 -9.95662 4.79382
H -0.48607 -7.95266 3.87423
H 3.20030 -5.78422 4.19500
H 4.29547 -7.79014 5.12027
*
```

Results
E_HOMO (eV): -11.52
Largest force on an atom (hartree/bohr): 0.0302
Frontier orbital gap (eV): 9.04
DFT total energy (hartree): -4424.80178



ORCA calculation (ωB97M-V/def2-TZVPD) on a structure of composition C29H35CaF6N17O5S2.

Geometry as ORCA input:
```
! RIJCOSX wB97M-V def2-TZVPD def2/J DEFGRID3
* xyz 2 1
Ca 1.53825 -1.95655 0.54377
C -3.92895 -2.30391 -2.06796
N -2.66237 -2.57592 -1.38188
C -1.59703 -1.79392 -1.22162
N -0.69713 -2.42026 -0.47111
C -1.30189 -3.61191 -0.19741
N -2.48605 -3.73819 -0.73168
C -4.92208 -1.61725 -1.16738
C -5.81777 -2.35566 -0.40496
C -6.70980 -1.71094 0.44126
C -6.71480 -0.33059 0.53299
C -5.82227 0.41429 -0.23390
C -4.92878 -0.23148 -1.08153
C -5.83674 1.87122 -0.15435
N -6.55289 2.63450 0.59325
N -6.19570 3.93719 0.28319
C -5.28232 3.86130 -0.61912
O -4.99075 2.57592 -0.94867
C -4.54809 4.93039 -1.28943
C -4.79848 6.26354 -0.97223
C -4.07879 7.25878 -1.60896
C -3.10429 6.93504 -2.54669
C -2.85578 5.60750 -2.86504
C -1.81874 5.23173 -3.89663
N -1.07131 4.04208 -3.49188
C -0.41855 3.81927 -2.34833
N 0.10111 2.60241 -2.34159
C -0.31774 2.10406 -3.53752
N -1.02491 2.94139 -4.26209
C -3.58936 4.60838 -2.24057
H -4.29435 -3.27311 -2.39735
H -3.71011 -1.70050 -2.94823
H -1.50592 -0.80917 -1.65009
H -0.84835 -4.38629 0.39960
H -5.82250 -3.43652 -0.47461
H -7.41129 -2.29035 1.02570
H -7.41105 0.18167 1.18299
H -4.25636 0.35493 -1.69718
H -5.55186 6.50272 -0.23421
H -4.26925 8.29587 -1.36922
H -2.53872 7.72267 -3.02997
H -1.12180 6.05062 -4.07388
H -2.28027 4.97175 -4.84829
H -0.34852 4.55828 -1.56676
H -0.07779 1.11508 -3.89311
H -3.41188 3.56960 -2.48878
F -1.09003 -3.98219 4.36562
C 0.14272 -3.64829 4.70055
F 0.77553 -4.67969 5.22064
F 0.13136 -2.63445 5.54642
S 1.01613 -3.13603 3.15458
O 0.28220 -2.00984 2.59390
O 1.08811 -4.25585 2.24434
N 2.42000 -2.66448 3.70093
S 3.73083 -2.94003 2.87726
O 4.81638 -2.19171 3.42485
O 3.50561 -2.78739 1.43514
C 4.16304 -4.75804 3.07610
F 3.87101 -5.40768 1.95109
F 3.47335 -5.27311 4.07477
F 5.45383 -4.86065 3.31374
N 6.11424 1.80993 1.88869
C 5.18330 0.59400 1.99323
C 3.94241 0.96484 2.80546
C 2.72540 1.43045 1.98367
N 1.73712 0.34016 1.85393
C 3.12827 1.91395 0.59882
C 3.88814 0.87784 -0.23649
N 2.93579 -0.04764 -0.88194
C 4.88661 0.05691 0.60449
H 6.37927 2.14240 2.81783
H 5.67020 2.58511 1.39488
H 6.97065 1.56610 1.38751
H 5.77196 -0.13773 2.54430
H 4.20297 1.73344 3.53866
H 3.67389 0.08854 3.39705
H 2.27059 2.26844 2.51854
H 0.91783 0.73472 1.38998
H 1.39765 0.08050 2.77801
H 3.73170 2.82277 0.70638
H 2.24708 2.23812 0.04054
H 4.44305 1.43209 -1.00168
H 3.42936 -0.62798 -1.55319
H 2.25898 0.49161 -1.41931
H 5.81832 -0.11322 0.05765
H 4.46698 -0.93283 0.77321
N 2.30728 -6.39761 -0.92519
N 2.60561 -5.12486 -1.36127
N 3.48157 -4.87985 -2.29953
C 3.35082 -3.56657 -2.45131
N 2.42032 -3.06207 -1.63515
N 1.94196 -4.09076 -0.95215
H 3.07077 -7.00350 -1.20714
H 2.22071 -6.37918 0.08661
H 3.92312 -2.99834 -3.16361
*
```

Results
ΔE to the lowest compared entry with this formula, charge and spin (eV): 0.077
E_HOMO (eV): -12.07
Largest force on an atom (hartree/bohr): 0.0242
Frontier orbital gap (eV): 6.91
DFT total energy (hartree): -4505.94490